{"formula": "C18H32EuNO5P2S", "method": "the ωB97M-V functional and the def2-TZVPD basis", "elements": ["C", "C", "N", "C", "C", "C", "C", "P", "Eu", "P", "C", "O", "O", "H", "H", "H", "C", "C", "H", "H", "H", "H", "C", "C", "H", "H", "H", "H", "H", "H", "H", "H", "H", "H", "H", "H", "H", "H", "H", "H", "H", "H", "C", "C", "C", "C", "C", "C", "C", "S", "O", "O", "O", "H", "H", "H", "H", "H", "H", "H"], "xyz": [[-3.892, 3.030, -1.948], [-2.766, 2.523, -1.282], [-2.524, 1.198, -1.221], [-3.404, 0.332, -1.761], [-4.556, 0.771, -2.424], [-4.795, 2.141, -2.525], [-1.810, 3.506, -0.602], [-0.118, 2.839, -0.410], [-0.214, 0.170, 0.100], [-2.175, -1.697, -0.183], [-3.130, -1.178, -1.684], [-2.369, 4.137, 2.196], [-0.928, 2.157, 3.356], [-4.015, 4.108, -2.011], [-5.242, 0.028, -2.825], [-5.674, 2.509, -3.045], [0.814, 3.077, -1.955], [0.786, 3.715, 0.896], [-4.069, -1.754, -1.701], [-2.542, -1.497, -2.568], [-2.184, 3.796, 0.430], [-1.723, 4.431, -1.194], [-1.277, -3.228, -0.619], [-3.368, -2.114, 1.112], [-1.409, 1.475, 2.690], [-0.100, 1.721, 3.609], [-1.830, 3.525, 2.769], [-3.277, 4.054, 2.496], [-0.144, -0.301, -1.762], [-1.907, 0.896, 1.759], [1.013, 4.134, -2.171], [1.771, 2.543, -1.848], [0.280, 2.623, -2.801], [0.883, 4.781, 0.665], [0.258, 3.574, 1.851], [1.781, 3.256, 0.994], [-4.014, -2.968, 0.880], [-2.781, -2.333, 2.017], [-3.968, -1.216, 1.321], [-1.938, -4.078, -0.825], [-0.626, -3.041, -1.487], [-0.625, -3.478, 0.234], [6.006, -5.076, 0.703], [5.132, -3.881, 0.650], [5.188, -2.968, 1.709], [4.414, -1.815, 1.665], [3.660, -1.562, 0.519], [3.506, -2.504, -0.500], [4.286, -3.661, -0.443], [2.658, -0.121, 0.613], [3.336, 0.930, 1.313], [2.187, 0.202, -0.765], [1.479, -0.682, 1.375], [7.055, -4.779, 0.765], [5.778, -5.674, 1.587], [5.863, -5.684, -0.185], [5.839, -3.119, 2.572], [4.387, -1.090, 2.485], [2.796, -2.311, -1.311], [4.237, -4.373, -1.271]], "forces_ev_per_angstrom": [[0.20, -0.36, 0.01], [0.04, 0.06, -0.11], [-0.04, -0.08, 0.23], [-0.15, 0.00, -0.09], [0.25, 0.01, 0.32], [0.29, -0.03, 0.15], [-0.04, 0.36, 0.00], [0.03, -0.19, 0.11], [-0.63, 0.70, 0.96], [-0.06, 0.06, -0.60], [0.00, -0.20, -0.02], [0.34, -0.10, 0.76], [0.01, -0.57, -0.06], [-0.12, -0.24, 0.01], [0.10, 0.27, 0.00], [0.09, -0.04, 0.06], [0.15, 0.27, -0.24], [-0.06, 0.48, 0.07], [0.11, 0.35, -0.15], [-0.15, 0.26, 0.47], [0.42, -0.49, -1.05], [-0.34, -0.16, 0.09], [-0.12, -0.37, -0.07], [-0.13, -0.12, 0.24], [0.53, 0.63, 0.41], [-0.27, 0.23, 0.02], [-0.41, 0.38, -0.43], [-0.05, -0.07, 0.14], [-0.29, -0.66, -1.00], [0.23, -0.70, -0.79], [-0.05, -0.12, -0.01], [-0.30, 0.17, 0.00], [0.07, 0.10, 0.31], [0.09, -0.09, 0.19], [0.13, 0.09, -0.39], [-0.25, 0.14, -0.15], [0.07, 0.14, -0.01], [-0.27, 0.05, -0.23], [0.18, -0.27, -0.05], [0.15, 0.06, 0.01], [-0.30, 0.05, 0.29], [-0.25, 0.01, -0.25], [0.26, -0.42, -0.01], [-0.10, 0.40, -0.06], [-0.42, 0.44, -0.04], [0.31, 0.03, -0.33], [-0.14, -0.23, 0.33], [0.30, 0.34, 0.14], [-0.22, 0.39, 0.18], [-0.24, -0.81, -0.75], [0.04, -0.05, -0.04], [0.08, 0.04, 1.45], [0.27, 0.62, 0.10], [0.00, -0.09, -0.03], [0.06, -0.09, -0.04], [0.10, -0.18, -0.02], [-0.18, -0.22, -0.30], [0.21, -0.29, -0.35], [0.41, -0.02, 0.20], [0.06, 0.11, 0.39]], "charge": 0, "energy_ha": -2927.20167, "spin_multiplicity": 7, "s2": 12.025, "orbital_gap_ev": [7.83, 8.07]}



{"formula": "C18H32FGaNO2", "method": "the ωB97M-V functional and the def2-TZVPD basis", "elements": ["C", "C", "C", "C", "Ga", "C", "C", "C", "F", "C", "C", "C", "C", "C", "N", "H", "H", "H", "H", "H", "H", "H", "H", "H", "H", "H", "H", "H", "H", "H", "H", "H", "H", "H", "H", "C", "C", "O", "C", "H", "H", "H", "H", "H", "H", "C", "C", "O", "C", "H", "H", "H", "H", "H", "H"], "xyz": [[2.705, 1.535, 3.047], [1.167, 1.364, 2.815], [0.739, 0.058, 2.053], [-0.852, 0.043, 1.957], [1.568, -0.240, 0.203], [3.120, -1.629, 0.182], [4.549, -1.017, 0.334], [5.426, -1.120, -0.990], [4.566, 0.343, 0.707], [2.077, 1.521, -0.810], [2.674, 1.344, -2.127], [3.024, 2.508, -2.939], [2.702, 3.772, -2.266], [2.144, 3.746, -0.938], [1.795, 2.688, -0.129], [2.825, 2.295, 3.873], [3.180, 2.008, 2.152], [3.230, 0.617, 3.393], [0.698, 2.263, 2.336], [0.691, 1.310, 3.842], [1.067, -0.807, 2.703], [-1.308, -0.683, 2.670], [-1.109, -0.218, 0.895], [-1.194, 1.098, 2.120], [0.404, -0.902, -0.725], [3.062, -2.111, -0.831], [2.903, -2.452, 0.913], [5.094, -1.648, 1.087], [4.915, -1.722, -1.777], [5.693, -0.091, -1.339], [6.396, -1.621, -0.728], [2.865, 0.327, -2.521], [3.463, 2.396, -3.947], [2.888, 4.739, -2.773], [1.960, 4.751, -0.477], [-2.486, -0.350, -3.242], [-2.657, 0.097, -1.814], [-2.698, -0.700, -0.906], [-2.773, 1.577, -1.561], [-2.414, -1.437, -3.274], [-3.347, -0.036, -3.837], [-1.569, 0.074, -3.656], [-3.647, 1.977, -2.080], [-1.868, 2.085, -1.902], [-2.890, 1.752, -0.491], [-6.329, -3.404, 2.208], [-6.375, -3.078, 0.737], [-7.356, -3.331, 0.067], [-5.158, -2.428, 0.137], [-7.269, -3.868, 2.506], [-5.514, -4.102, 2.408], [-6.189, -2.490, 2.787], [-4.293, -3.083, 0.247], [-4.967, -1.471, 0.626], [-5.329, -2.249, -0.924]], "forces_ev_per_angstrom": [[-0.53, 1.41, 0.20], [-0.21, -0.78, 0.82], [-0.24, 0.35, 0.70], [1.08, 0.24, -0.91], [-0.08, 0.10, -0.08], [0.50, 0.26, -0.57], [0.19, -1.94, -1.06], [0.22, 0.10, 0.74], [-0.06, -0.62, 0.26], [0.06, -1.84, 0.51], [0.12, 2.90, -0.40], [-1.53, -0.41, 3.20], [0.10, -1.89, 0.00], [0.03, 1.14, -0.14], [1.72, 0.26, -4.22], [0.02, -0.65, -0.63], [-0.19, -0.84, 0.62], [-0.43, 0.45, -0.55], [0.75, -0.70, 0.18], [0.31, 0.10, -0.75], [-0.25, 0.69, -0.56], [0.08, 0.67, -0.46], [-0.22, 0.02, 1.20], [-0.09, -0.96, 0.12], [0.03, -0.03, -0.06], [-0.01, 0.38, 0.82], [0.34, 0.82, -0.39], [-0.34, 1.19, -0.10], [0.41, 0.63, 0.51], [-0.43, -0.85, 0.09], [-0.78, 0.34, -0.38], [-0.25, 0.67, 0.47], [-0.29, 0.35, 0.71], [-0.16, -0.68, 0.56], [0.14, -0.83, -0.45], [0.03, -0.29, 0.00], [0.09, -0.23, 0.35], [-0.29, 0.03, -0.22], [-0.02, 0.02, 0.28], [0.02, 0.07, 0.05], [0.11, 0.14, -0.08], [-0.09, 0.10, -0.06], [0.12, 0.07, -0.14], [-0.08, 0.05, -0.11], [0.05, -0.05, -0.06], [-0.34, -0.15, 0.04], [-0.15, 0.01, -0.35], [0.07, 0.00, 0.17], [-0.29, -0.06, -0.20], [0.05, 0.03, -0.05], [0.11, 0.18, 0.08], [0.21, -0.07, 0.02], [0.12, 0.21, 0.14], [0.25, -0.11, 0.06], [0.02, -0.01, 0.07]], "charge": -1, "energy_ha": -2934.88660, "orbital_gap_ev": 7.17}



{"formula": "C18H32FN2O8Sr", "method": "the ωB97M-V functional and the def2-TZVPD basis", "elements": ["Sr", "C", "C", "C", "O", "C", "C", "C", "O", "O", "O", "H", "H", "F", "C", "O", "C", "C", "N", "C", "C", "O", "C", "H", "H", "H", "H", "H", "H", "H", "H", "H", "H", "H", "H", "H", "H", "H", "C", "O", "C", "C", "N", "C", "C", "O", "C", "H", "H", "H", "H", "H", "H", "H", "H", "H", "H", "H", "H", "H", "H", "H"], "xyz": [[0.223, -0.403, 0.744], [-2.823, 0.890, 2.973], [-1.542, 0.811, 3.477], [-1.134, 1.793, 4.587], [-0.106, 1.538, 5.231], [-1.976, 2.899, 4.826], [-3.241, 3.079, 4.224], [-3.735, 1.945, 3.308], [-4.880, 1.961, 2.913], [-3.952, 4.081, 4.332], [-0.650, 0.055, 2.960], [-3.112, 0.166, 2.218], [-1.553, 3.591, 5.546], [1.865, -1.463, 2.221], [4.722, 1.137, -3.980], [3.705, 0.955, -3.017], [4.204, 0.922, -1.701], [3.042, 0.734, -0.763], [2.202, -0.437, -1.071], [2.900, -1.723, -0.799], [1.985, -2.889, -1.143], [0.756, -2.840, -0.465], [-0.011, -4.005, -0.630], [5.311, 2.031, -3.752], [4.240, 1.277, -4.945], [5.372, 0.256, -4.018], [4.710, 1.861, -1.429], [4.960, 0.132, -1.568], [2.433, 1.641, -0.838], [3.420, 0.678, 0.260], [2.220, -0.476, -2.090], [3.281, -1.829, 0.217], [3.723, -1.850, -1.520], [2.497, -3.812, -0.830], [1.825, -2.990, -2.231], [-0.815, -3.967, 0.100], [0.607, -4.901, -0.526], [-0.483, -4.035, -1.628], [-1.110, 2.790, 0.652], [-0.538, 1.730, -0.111], [-0.578, 1.945, -1.513], [-0.533, 0.629, -2.332], [-0.955, -0.536, -1.561], [-2.417, -0.470, -1.371], [-2.956, -1.515, -0.408], [-2.109, -1.519, 0.715], [-2.442, -2.390, 1.775], [-2.075, 3.104, 0.239], [-0.472, 3.678, 0.705], [-1.303, 2.437, 1.667], [0.282, 2.592, -1.725], [-1.461, 2.507, -1.833], [0.490, 0.500, -2.679], [-1.122, 0.775, -3.249], [-0.711, -1.403, -2.024], [-2.934, -0.613, -2.332], [-2.688, 0.521, -1.007], [-3.031, -2.510, -0.868], [-3.945, -1.175, -0.078], [-1.594, -2.450, 2.452], [-2.660, -3.398, 1.384], [-3.329, -2.042, 2.308]], "forces_ev_per_angstrom": [[0.88, -1.35, 2.90], [0.11, 0.00, 0.08], [0.20, 0.34, -0.85], [-0.04, -0.57, 0.48], [0.14, 0.14, -0.20], [0.21, -0.18, -0.14], [0.91, 0.40, 0.01], [0.77, -0.77, 0.66], [-1.47, 0.18, -0.79], [-0.42, 0.30, 0.17], [-0.10, 0.04, 0.06], [-0.19, 0.13, -0.06], [-0.39, 0.26, 0.01], [-0.17, 0.26, -1.36], [-0.17, 0.00, 0.10], [0.03, 0.05, -0.16], [0.51, 0.04, 0.40], [-0.10, 0.16, 0.23], [1.23, -0.55, -0.27], [-0.19, -0.38, -0.53], [0.37, -0.62, 0.27], [-0.11, 0.42, 0.04], [-0.30, 0.16, -0.41], [0.09, -0.06, -0.01], [0.00, -0.06, -0.01], [0.10, 0.08, -0.03], [-0.07, 0.02, -0.21], [-0.13, -0.07, -0.21], [-0.17, -0.12, 0.06], [-0.15, -0.14, 0.04], [-0.71, 0.45, -0.03], [-0.38, 0.38, 0.19], [0.23, 0.08, 0.31], [0.11, 0.09, -0.12], [-0.09, 0.26, 0.03], [0.12, -0.17, 0.16], [-0.10, -0.03, 0.22], [0.17, -0.01, 0.04], [-0.41, 0.65, 0.54], [-0.59, 0.24, -0.67], [0.16, 0.35, -0.09], [0.77, 0.25, -0.14], [-0.99, 0.57, -0.35], [-0.19, -0.47, -0.36], [-0.03, 0.51, 0.54], [0.70, -0.16, -0.32], [-0.55, -0.64, -0.05], [0.04, -0.21, -0.10], [0.22, -0.20, -0.21], [0.12, -0.12, -0.13], [-0.02, -0.15, -0.52], [-0.17, 0.02, 0.51], [0.02, -0.27, 0.10], [-0.16, 0.03, 0.14], [0.13, 0.07, -0.07], [-0.04, 0.15, 0.04], [0.17, 0.01, 0.13], [0.07, -0.03, 0.08], [-0.15, -0.27, -0.23], [0.02, 0.25, 0.06], [0.07, 0.13, -0.01], [0.09, 0.13, 0.07]], "charge": -1, "energy_ha": -1547.12025, "orbital_gap_ev": 4.12}



{"formula": "C18H32LuNO5P2S", "method": "the ωB97M-V functional and the def2-TZVPD basis", "elements": ["C", "C", "N", "C", "C", "C", "C", "P", "Lu", "P", "C", "O", "O", "H", "H", "H", "C", "C", "H", "H", "H", "H", "C", "C", "H", "H", "H", "H", "H", "H", "H", "H", "H", "H", "H", "H", "H", "H", "H", "H", "H", "H", "C", "C", "C", "C", "C", "C", "C", "S", "O", "O", "O", "H", "H", "H", "H", "H", "H", "H"], "xyz": [[1.276, -1.482, -4.346], [0.966, -1.283, -3.009], [-0.303, -0.977, -2.603], [-1.297, -1.065, -3.525], [-1.032, -1.227, -4.875], [0.276, -1.416, -5.310], [2.079, -1.474, -1.988], [1.965, -0.376, -0.505], [-0.726, 0.003, -0.427], [-3.170, -1.053, -1.357], [-2.764, -0.988, -3.117], [2.599, 3.399, -4.053], [-0.523, 2.091, -1.461], [2.313, -1.689, -4.611], [-1.873, -1.224, -5.568], [0.506, -1.529, -6.366], [2.866, -1.324, 0.755], [3.086, 0.992, -0.944], [-3.217, -0.077, -3.551], [-3.308, -1.842, -3.563], [2.988, -1.312, -2.426], [2.061, -2.512, -1.601], [-4.496, -2.188, -1.034], [-3.614, 0.615, -0.835], [2.111, 3.921, 0.836], [-0.940, 2.870, -1.037], [3.078, 4.159, -4.245], [2.103, 3.200, -4.865], [-2.055, -1.599, -0.613], [-1.223, 1.813, -2.237], [3.827, -0.839, 0.971], [2.252, -1.337, 1.667], [3.031, -2.357, 0.419], [4.119, 0.732, -0.671], [3.023, 1.238, -2.014], [2.777, 1.879, -0.373], [-4.627, 0.511, -0.419], [-3.003, 1.053, -0.021], [-3.673, 1.304, -1.692], [-5.465, -1.669, -1.035], [-4.511, -2.988, -1.788], [-4.334, -2.638, -0.043], [2.136, 0.982, 6.979], [1.260, 0.739, 5.785], [0.848, -0.560, 5.478], [0.013, -0.805, 4.393], [-0.429, 0.268, 3.613], [-0.002, 1.571, 3.886], [0.837, 1.796, 4.974], [-1.532, -0.059, 2.279], [-0.845, -1.156, 1.453], [-2.865, -0.370, 2.696], [-1.398, 1.159, 1.355], [1.598, 0.786, 7.914], [3.010, 0.321, 6.966], [2.482, 2.019, 6.997], [1.188, -1.390, 6.100], [-0.297, -1.820, 4.154], [-0.319, 2.394, 3.248], [1.171, 2.810, 5.208]], "forces_ev_per_angstrom": [[0.32, 0.18, 1.42], [1.66, -0.44, -1.39], [-0.46, 0.52, 2.94], [-0.47, -0.35, -2.02], [-0.79, -0.03, 0.92], [0.10, 0.05, -1.30], [-2.96, -0.63, 1.26], [0.61, 0.03, -0.93], [1.22, 0.23, -1.30], [1.75, 2.70, -1.71], [-0.32, -0.39, -0.40], [-1.68, -2.36, -0.04], [-3.02, -0.98, -2.26], [-0.25, 0.02, 0.02], [0.20, -0.08, 0.06], [-0.07, 0.03, 0.21], [-0.08, -0.11, 0.66], [-0.06, 0.36, 0.13], [-0.02, -0.26, 0.44], [0.22, 0.27, -0.17], [2.41, 0.31, -1.24], [-0.15, 0.30, -0.15], [-0.55, -0.83, 0.61], [-1.34, 0.10, 0.58], [-0.31, -0.40, -0.06], [0.64, -0.16, -0.02], [1.38, 2.20, -0.43], [0.29, 0.08, 0.47], [-0.22, -1.49, 0.38], [2.46, 1.07, 2.29], [-0.27, -0.20, -0.01], [0.36, -0.10, -0.13], [-0.03, 0.30, 0.12], [-0.28, 0.02, -0.19], [-0.08, -0.11, 0.29], [0.17, 0.11, -0.03], [-0.17, 0.52, 0.28], [-0.43, -0.22, -0.38], [0.19, -0.43, 0.17], [0.33, -0.11, -0.07], [0.08, 0.25, 0.24], [-0.17, 0.03, -0.18], [0.16, 0.08, 0.14], [-0.20, 0.08, -0.20], [-0.15, -0.09, -0.25], [-0.09, 0.01, 0.10], [0.21, 0.08, 0.52], [-0.26, -0.06, -0.19], [0.04, -0.16, 0.13], [1.78, 0.58, -1.32], [-1.08, 0.68, 1.17], [0.20, -0.01, -0.06], [-0.71, -1.11, 1.26], [0.04, 0.04, -0.19], [-0.12, 0.13, -0.01], [0.00, -0.16, 0.05], [-0.10, 0.19, -0.20], [0.04, 0.19, 0.06], [0.16, -0.16, 0.12], [-0.12, -0.30, -0.21]], "charge": 0, "energy_ha": -3452.24587, "orbital_gap_ev": [4.06, 3.96]}